(1)
ORCA calculation (the ωB97M-V functional and the def2-TZVPD basis) on 2 unconnected molecules or ions with the total composition C4H6ClN at a distorted geometry.

Cartesian coordinates (Å):
C (0.43393, 0.19134, -0.46873)
C (-3.40326, -0.52029, 1.26812)
C (0.71551, -0.99583, 0.36253)
C (1.55962, 1.13480, -0.61998)
N (-3.56331, -0.25858, 0.16523)
Cl (-3.66920, 0.03061, -1.47524)
H (1.72703, -1.34804, 0.34749)
H (0.04841, -1.74297, 0.42568)
H (0.72034, -0.61017, 1.35427)
H (2.46002, 0.61813, -0.44473)
H (1.33988, 1.55156, 0.38216)
H (1.63103, 1.94944, -1.29680)

Atoms 1-2, force components in eV/Å:
C -0.898 0.442 -0.895
C 0.360 -0.597 2.714

The HOMO-LUMO gap is 8.236 eV. Its net charge is 0. The energy above the lowest of the compared OMol25 structures with the same formula, charge and spin comes out at 6.652 eV.


(2)
ORCA calculation (the ωB97M-V functional and the def2-TZVPD basis) on 30 unconnected molecules or ions with the total composition C4H58BO37 at a distorted geometry.

Cartesian coordinates (Å):
O (0.33216, -0.06989, -3.15572)
C (0.40616, -0.51389, -2.04272)
O (-0.40684, -0.16889, -1.19972)
B (0.20316, -0.19389, 0.17828)
O (1.52816, -0.70089, -0.13472)
C (1.61416, -0.87589, -1.35772)
O (2.65716, -0.94289, -1.99972)
O (-0.55984, -1.00489, 1.15328)
C (-1.04184, -0.18989, 1.97528)
O (-2.06884, -0.49089, 2.53528)
C (-0.50584, 1.09711, 1.79228)
O (0.25716, 1.16211, 0.79028)
O (-0.79984, 2.08411, 2.43128)
O (2.60016, 2.67411, 2.06628)
H (2.11916, 3.01611, 1.34028)
H (2.99816, 1.94711, 1.65628)
O (-3.83484, 1.74611, 2.89228)
H (-3.56184, 1.20211, 2.14228)
H (-3.33184, 1.60811, 3.67028)
O (0.57516, -0.24689, -5.90572)
H (0.94116, -0.07589, -5.06972)
H (1.29816, -0.82689, -6.17972)
O (-4.43584, -3.04489, 2.33628)
H (-5.30184, -2.73889, 2.17328)
H (-3.92184, -2.45989, 1.81028)
O (-1.45684, -1.70889, -5.00172)
H (-1.80884, -1.19489, -4.24872)
H (-0.69684, -1.17289, -5.24072)
O (2.13116, -0.32789, 2.79128)
H (2.51216, -1.17089, 2.60728)
H (2.88216, 0.23311, 3.12128)
O (0.21616, 4.34511, 3.39128)
H (-0.22684, 4.28611, 4.23728)
H (-0.25884, 3.67611, 2.87328)
O (0.62716, 2.98811, -4.51472)
H (-0.21584, 2.53411, -4.51472)
H (0.31616, 3.89411, -4.84572)
O (-1.99884, 1.22511, 5.01828)
H (-1.42984, 0.58111, 5.42728)
H (-1.56984, 2.09611, 5.00328)
O (0.71716, 3.68211, 0.15728)
H (0.30116, 4.35711, 0.71228)
H (0.24716, 2.89011, 0.31328)
O (3.87116, 0.63611, 0.78828)
H (3.60816, 1.09111, -0.03372)
H (3.05316, 0.22511, 1.09628)
O (-1.69184, 1.58411, -4.76172)
H (-2.20184, 1.48311, -5.57872)
H (-2.09484, 0.90411, -4.19272)
O (-1.90684, -3.90489, 0.80728)
H (-1.11084, -4.39189, 0.63528)
H (-1.61584, -3.02289, 1.06428)
O (-3.67484, -1.58189, 4.66428)
H (-3.21384, -0.99889, 4.00028)
H (-4.20584, -2.19689, 4.15228)
O (3.86116, -3.21689, -0.68972)
H (4.30216, -3.12889, -1.58772)
H (4.37116, -3.89789, -0.25972)
O (3.15416, 1.97111, -1.38572)
H (2.62916, 2.76711, -1.55672)
H (3.15916, 1.67511, -2.27972)
O (2.71216, -1.81589, -4.85972)
H (2.01716, -2.32689, -4.43572)
H (2.81616, -1.05589, -4.28772)
O (-2.67184, -0.17789, -3.05872)
H (-1.94084, -0.34989, -2.45872)
H (-3.36384, -0.79089, -2.83372)
O (1.42516, -3.86589, -1.66672)
H (1.10516, -4.22689, -0.80372)
H (2.27116, -3.50689, -1.44972)
O (-3.24284, 1.13311, 0.32428)
H (-2.66384, 1.56511, -0.28072)
H (-4.09284, 1.39011, -0.08372)
O (-1.68684, 2.32111, -1.55872)
H (-1.23084, 1.95611, -2.31872)
H (-1.52984, 3.26811, -1.52372)
O (0.65116, -3.13289, 2.87128)
H (1.40016, -2.97689, 3.44128)
H (-0.07284, -2.87389, 3.45428)
O (-1.21384, -2.29189, 4.72928)
H (-2.13584, -1.99489, 4.83928)
H (-0.78784, -1.38889, 4.73228)
O (3.39816, -2.59989, 2.16328)
H (3.21616, -3.46589, 2.51228)
H (2.85516, -2.57589, 1.37328)
O (0.46516, -0.17089, 4.74028)
H (1.02116, -0.13189, 3.95528)
H (1.17416, -0.07489, 5.36328)
O (-3.83584, -1.55189, 0.16128)
H (-3.67184, -0.60589, 0.03328)
H (-4.41284, -1.78089, -0.55172)
O (2.58816, 1.06311, -4.13172)
H (3.04016, 1.00811, -4.97672)
H (2.08616, 1.88511, -4.35172)
O (-2.75984, 3.94811, 1.12728)
H (-3.57084, 3.94311, 0.61428)
H (-2.83084, 3.14011, 1.60728)
O (5.12616, -0.15189, -3.16672)
H (5.72616, 0.26011, -2.54672)
H (4.28116, -0.19589, -2.76472)

Atoms 1-2, force components in eV/Å:
O -0.120 -1.081 -1.736
C 1.630 1.380 -3.952

The HOMO-LUMO gap is 9.725 eV. Its net charge is -1. The energy above the lowest of the compared OMol25 structures with the same formula, charge and spin comes out at 0.000 eV.


(3)
ORCA calculation (the ωB97M-V functional and the def2-TZVPD basis) on a molecular structure, C48H51ClIN4O4OsTe.

Cartesian coordinates (Å):
Os (0.09764, 0.13406, -0.39823)
Cl (0.63198, 5.18856, 4.23101)
C (0.04642, 4.06133, 3.06280)
C (-1.24299, 4.15123, 2.61487)
C (-1.74739, 3.24434, 1.66212)
I (-3.70532, 3.40088, 0.99367)
C (-0.95110, 2.25038, 1.14268)
O (-1.35986, 1.35612, 0.24851)
C (0.37865, 2.15380, 1.63000)
N (1.12764, 1.12974, 1.10176)
C (2.37950, 0.96980, 1.48514)
C (2.96987, 1.81423, 2.44002)
C (2.24719, 2.84040, 2.98221)
C (0.90534, 3.04101, 2.58276)
H (-1.88382, 4.93315, 2.99881)
H (2.92634, 0.16875, 1.00247)
H (3.99933, 1.64519, 2.72085)
H (2.68881, 3.50669, 3.71059)
C (-2.53481, -3.16776, 1.34404)
C (-1.79415, -2.25977, 0.34818)
N (-0.89029, -1.31991, 1.05935)
C (0.18542, -2.07497, 1.74398)
C (-0.39422, -3.26530, 2.51997)
N (-1.86570, -3.02313, 2.67787)
C (-2.09800, -1.63845, 3.20509)
C (-1.68927, -0.63687, 2.10730)
H (-2.47668, -4.21525, 1.05193)
H (-3.57895, -2.88996, 1.47822)
H (-2.50396, -1.67305, -0.22605)
H (-1.20041, -2.84463, -0.34772)
H (0.70453, -1.38182, 2.40611)
H (0.89293, -2.42846, 1.00613)
H (0.04292, -3.36800, 3.51109)
H (-0.27999, -4.20188, 1.97635)
H (-2.25395, -3.70408, 3.32897)
H (-1.50210, -1.53654, 4.11059)
H (-3.15053, -1.55098, 3.46647)
H (-1.09353, 0.15800, 2.55073)
H (-2.55278, -0.17810, 1.63215)
C (-2.16588, -5.89362, -2.40497)
C (-1.03654, -4.94763, -2.10282)
C (-0.14540, -5.19618, -1.06136)
C (0.91151, -4.33771, -0.77129)
C (1.94408, -4.74428, 0.24892)
C (1.03632, -3.15887, -1.51767)
C (0.20990, -2.93163, -2.61346)
C (0.54295, -1.84970, -3.61589)
C (-0.81658, -3.82537, -2.89410)
C (2.13689, -2.18603, -1.19407)
O (3.29834, -2.49297, -1.32100)
O (1.77761, -1.00216, -0.73053)
H (-2.01744, -6.85682, -1.91964)
H (-2.25588, -6.06573, -3.47702)
H (-3.12111, -5.48782, -2.06401)
H (-0.24177, -6.11780, -0.49522)
H (1.52801, -5.43259, 0.98607)
H (2.40784, -3.90013, 0.75986)
H (2.76058, -5.26524, -0.25371)
H (1.48441, -1.34940, -3.38881)
H (-0.62807, -0.57416, -4.81545)
H (0.68533, -2.34524, -4.57760)
H (-1.44167, -3.66200, -3.76714)
C (1.97700, 0.50277, -8.09714)
C (1.84972, 0.81931, -6.63455)
C (0.75785, 1.52396, -6.14212)
C (0.63294, 1.85266, -4.79373)
C (-0.58567, 2.61774, -4.36205)
C (1.64690, 1.44595, -3.91994)
Te (1.62718, 1.82814, -1.83475)
N (-0.51763, -0.86927, -3.85564)
C (-1.45249, -0.47736, -3.01152)
O (-1.32092, -0.59516, -1.75901)
C (-2.68708, 0.13866, -3.53344)
C (-3.15229, -0.12238, -4.82094)
C (-4.29007, 0.51778, -5.28451)
C (-4.95900, 1.41681, -4.46463)
C (-4.50227, 1.66951, -3.17603)
C (-3.37125, 1.02786, -2.70403)
C (0.84465, 3.78739, -1.80248)
C (-0.46496, 4.03159, -1.40091)
C (-0.94574, 5.32853, -1.35156)
C (-0.11569, 6.37853, -1.71988)
C (1.18082, 6.12610, -2.13489)
C (1.69571, 4.83063, -2.18160)
C (3.09884, 4.61268, -2.67980)
C (2.77420, 0.74913, -4.38521)
C (3.91349, 0.33059, -3.48962)
C (2.84376, 0.44049, -5.73854)
H (1.04040, 0.67183, -8.62566)
H (2.28271, -0.53197, -8.25230)
H (2.73783, 1.13647, -8.55592)
H (-0.02076, 1.84253, -6.82732)
H (-1.39063, 2.49203, -5.08619)
H (-0.37165, 3.68489, -4.27957)
H (-0.95153, 2.28935, -3.39008)
H (-2.65048, -0.84292, -5.45616)
H (-4.66014, 0.31050, -6.27920)
H (-5.84483, 1.91893, -4.83024)
H (-5.02749, 2.37317, -2.54403)
H (-2.99407, 1.22518, -1.70693)
H (-1.12320, 3.20701, -1.16033)
H (-1.96572, 5.51430, -1.04042)
H (-0.48107, 7.39655, -1.69191)
H (1.81877, 6.95023, -2.42929)
H (3.65980, 5.54483, -2.66323)
H (3.09186, 4.24696, -3.71020)
H (3.64457, 3.88560, -2.07605)
H (3.59660, -0.29105, -2.64939)
H (4.42272, 1.20310, -3.07365)
H (4.64653, -0.24084, -4.05536)
H (3.70822, -0.10201, -6.10440)

Atoms 1-2, force components in eV/Å:
Os 0.061 0.021 -0.114
Cl 0.000 0.001 -0.002

The HOMO-LUMO gap (spin up / spin down) is 7.373 / 6.876 eV. Its net charge is +2. As for the spin multiplicity: 2. The energy above the lowest of the compared OMol25 structures with the same formula, charge and spin comes out at 0.000 eV.


(4)
ORCA calculation (the ωB97M-V functional and the def2-TZVPD basis) on 2 unconnected molecules or ions with the total composition C4H10N at a distorted geometry.

Cartesian coordinates (Å):
C (0.54905, 0.84977, -0.96582)
C (0.08449, 1.36905, 0.38799)
C (0.69692, 0.58049, 1.59589)
C (-1.25494, -2.38515, -0.95698)
N (-0.37554, -1.65238, -0.44505)
H (-0.07110, -0.25124, -0.78319)
H (1.62453, 0.94208, -1.09179)
H (-0.00668, 1.32602, -1.75973)
H (0.39836, 2.43046, 0.41009)
H (-1.00934, 1.37495, 0.40515)
H (0.49268, -0.44715, 1.32920)
H (0.37533, 0.73663, 2.62073)
H (-2.16812, -2.58646, -0.38077)
H (-1.12141, -2.97773, -1.87282)
H (1.78577, 0.69065, 1.50710)

Atoms 1-2, force components in eV/Å:
C -0.864 0.422 1.016
C -0.283 -0.190 1.080

The HOMO-LUMO gap is 5.763 eV. Its net charge is +1. The energy above the lowest of the compared OMol25 structures with the same formula, charge and spin comes out at 7.251 eV.


(5)
ORCA calculation (the ωB97M-V functional and the def2-TZVPD basis) on 2 unconnected molecules or ions with the total composition H5N2O2P.

Cartesian coordinates (Å):
H (1.81316, -2.05068, -0.61292)
N (1.40793, -1.25558, -0.14377)
P (2.23879, 0.05987, -0.11109)
O (1.26347, 1.02068, 0.71239)
H (0.38468, 0.62079, 0.90242)
N (-1.33109, 0.08900, 0.30709)
O (-1.60465, 0.83728, -0.87951)
H (-2.24396, -0.03856, 0.73839)
H (-0.99032, -0.82477, -0.00835)
H (-0.93803, 1.54196, -0.90465)

Atoms 1-2, force components in eV/Å:
H 0.234 -0.122 -0.181
N 0.203 -0.057 -0.163

The HOMO-LUMO gap is 10.256 eV. Its structure (SMILES) is [H]/N=P/O.NO. Its net charge is 0. The energy above the lowest of the compared OMol25 structures with the same formula, charge and spin comes out at 3.185 eV.


(6)
ORCA calculation (the ωB97M-V functional and the def2-TZVPD basis) on a molecular structure, C4H9AgF6NO9S2 at a distorted geometry.

Cartesian coordinates (Å):
Ag (-0.28346, 0.53588, 0.43616)
C (0.34597, -2.88879, -1.18339)
F (-0.83513, -2.37141, -0.81029)
F (0.54944, -4.02641, -0.52534)
F (0.33027, -3.11334, -2.48669)
S (1.69210, -1.72342, -0.73032)
O (1.79569, -1.77355, 0.69202)
O (2.83729, -2.10701, -1.47432)
N (0.99551, -0.26447, -1.13634)
S (1.68504, 0.26908, -2.51035)
O (2.87313, 0.97506, -2.25397)
O (1.68088, -0.69498, -3.55608)
C (0.45870, 1.48019, -3.14532)
F (0.44008, 2.61830, -2.44376)
F (0.77047, 1.75584, -4.40713)
F (-0.77823, 0.94985, -3.11624)
C (-1.78509, -0.86415, 4.05214)
C (-1.47692, -0.38565, 2.67595)
O (-1.18672, -1.18014, 1.75148)
O (-1.50187, 0.86868, 2.40467)
H (-2.70350, -0.42718, 4.44499)
H (-0.97304, -0.64388, 4.74211)
H (-1.94018, -1.94236, 4.01544)
O (-0.25855, 2.96387, 0.21978)
H (-0.99203, 3.46485, 0.58965)
H (0.39442, 3.61054, -0.06462)
O (-2.35643, 0.68109, -0.62478)
H (-2.54495, 1.19072, -1.41980)
H (-3.19918, 0.33033, -0.32057)
O (1.63648, 0.88778, 1.90317)
H (2.45685, 1.14852, 1.47126)
H (1.87295, 0.67619, 2.81050)

Atoms 1-2, force components in eV/Å:
Ag -0.325 0.009 1.216
C -0.247 0.174 0.193

The HOMO-LUMO gap (spin up / spin down) is 9.979 / 6.652 eV. Its net charge is 0. As for the spin multiplicity: 2.


(7)
ORCA calculation (the ωB97M-V functional and the def2-TZVPD basis) on C6H11NO in the gas phase at a distorted geometry.

Cartesian coordinates (Å):
O (-1.23250, -1.18270, 2.64564)
C (-1.09329, -1.08489, 1.27034)
C (0.16296, -0.46490, 0.54295)
C (0.74041, -0.92219, -0.99001)
C (0.02472, 0.18581, -1.76065)
N (0.23794, 1.51966, -2.23990)
C (0.49640, 1.31533, -0.86304)
C (0.02280, 1.14139, 0.44423)
H (-1.21044, -0.19804, 2.93094)
H (-2.00757, -0.84045, 0.74489)
H (-0.73404, -2.18091, 0.91082)
H (1.00110, -0.53060, 1.27462)
H (0.52828, -2.17347, -1.12853)
H (1.76691, -0.98590, -0.85740)
H (-0.96260, 0.37397, -1.39463)
H (1.15638, 1.77766, -2.46761)
H (1.63141, 1.33151, -0.84783)
H (-1.14244, 1.22216, 0.56607)
H (0.61359, 1.69656, 1.21911)

Atoms 1-2, force components in eV/Å:
O 0.600 3.777 0.830
C 2.784 -4.734 -3.818

The HOMO-LUMO gap is 9.202 eV. Its structure (SMILES) is OCC1C[C@@H]2N[C@H]2C1. Its net charge is 0. The energy above the lowest of the compared OMol25 structures with the same formula, charge and spin comes out at 7.602 eV.


(8)
ORCA calculation (the ωB97M-V functional and the def2-TZVPD basis) on a molecular structure, C4H10S2 at a distorted geometry.

Cartesian coordinates (Å):
C (-0.26043, 2.62025, 0.03657)
C (-1.53575, 1.91363, 0.36088)
S (2.60617, 0.05797, -0.12460)
S (1.14734, -0.50654, 1.14686)
C (0.61404, -2.13618, 0.51345)
C (0.23627, -1.97817, -0.90349)
H (-0.37872, 1.48266, 0.40801)
H (0.19684, 3.28986, 0.83586)
H (-0.05533, 2.77611, -0.97226)
H (-2.20247, 2.39923, 1.18147)
H (-1.98474, 1.17856, -0.34463)
H (1.47266, -2.78858, 0.55621)
H (-0.27049, -2.52732, 1.07662)
H (-0.03504, -3.00081, -1.24142)
H (1.02931, -1.47447, -1.61895)
H (-0.57966, -1.30620, -0.91058)

Atoms 1-2, force components in eV/Å:
C -4.501 1.384 2.770
C -0.025 4.128 -1.100

The HOMO-LUMO gap (spin up / spin down) is 5.671 / 5.922 eV. Its net charge is +1. As for the spin multiplicity: 2. The energy above the lowest of the compared OMol25 structures with the same formula, charge and spin comes out at 3.898 eV.


- Which of these has the lowest net charge?
  C4H58BO37